10
Properties=species:S:1:pos:R:3:mulliken_charge:R:1 method="wB97M-V/def2-TZVPD" fmax_ev_per_a=7.5 gap_ha="0.239 / 0.239" mol_weight_g_mol=179.41 total_energy_ev=-10989.0719 total_charge=+1
O 1.68 0.36 0.27 -1.007
C -0.49 0.56 0.13 -0.193
C -0.99 -0.68 -0.54 -0.084
O -0.50 -1.15 0.71 -0.716
Li 3.00 1.42 -0.11 0.871
Cd 1.40 -1.36 0.93 0.973
H -0.45 1.13 1.07 0.321
H -1.02 1.40 -0.36 0.316
H -0.55 -0.93 -1.51 0.214
H -2.08 -0.75 -0.59 0.304